Record 1
{"formula": "C4H8N2O", "method": "ωB97M-V/def2-TZVPD", "species": ["C", "C", "C", "C", "N", "N", "O", "H", "H", "H", "H", "H", "H", "H", "H"], "xyz": [[-3.030, 0.930, -0.057], [0.030, -0.548, 1.085], [-1.936, 0.205, 0.053], [1.576, -0.338, -0.858], [-1.027, -0.613, 0.079], [1.211, 0.211, 0.515], [0.977, 1.566, 0.390], [-3.091, 1.881, -0.423], [-4.065, 0.639, 0.112], [0.341, -1.547, 1.249], [-0.150, -0.054, 1.988], [1.109, 0.392, -1.513], [2.672, -0.263, -0.966], [1.264, -1.409, -0.739], [1.889, 0.099, 1.150]], "multiplicity": 1, "total_energy_ev": -9300.4394, "gap_ev": 9.34, "smiles": "C=C=NC[N@@H+](C)[O-]", "e_above_lowest_kcal_mol": 137.3, "largest_force_ha_per_bohr": 0.1087}

Record 2
{"formula": "C30H28BF4O18", "method": "ωB97M-V/def2-TZVPD", "species": ["B", "F", "F", "F", "F", "C", "C", "C", "O", "C", "C", "C", "O", "O", "O", "H", "H", "H", "H", "C", "C", "C", "O", "C", "C", "C", "O", "O", "O", "H", "H", "H", "H", "C", "C", "C", "O", "C", "C", "C", "O", "O", "O", "H", "H", "H", "H", "C", "C", "C", "O", "C", "C", "C", "O", "O", "O", "H", "H", "H", "H", "C", "C", "O", "C", "H", "H", "H", "H", "H", "H", "C", "C", "O", "C", "H", "H", "H", "H", "H", "H"], "xyz": [[-0.822, -0.286, -1.007], [-0.689, -1.034, -2.098], [-0.566, -0.893, 0.186], [0.100, 0.801, -1.189], [-2.037, 0.331, -0.975], [-8.467, 1.858, -0.667], [-8.010, 1.984, 0.831], [-6.577, 1.624, 1.228], [-6.286, 1.766, 2.343], [-5.675, 1.065, 0.175], [-6.203, 0.837, -1.271], [-7.626, 1.171, -1.625], [-8.019, 1.036, -2.772], [-5.369, 0.395, -2.284], [-8.747, 2.435, 1.798], [-9.501, 2.139, -0.889], [-4.822, 0.656, 0.302], [-4.663, 0.195, -1.965], [-8.426, 2.098, 2.613], [-3.141, -0.217, 4.563], [-2.148, -0.582, 3.581], [-0.686, -0.734, 3.908], [0.196, -0.969, 3.105], [-0.346, -0.546, 5.252], [-1.404, -0.104, 6.293], [-2.847, -0.058, 5.946], [-3.771, 0.029, 6.802], [-1.106, 0.221, 7.684], [-2.457, -0.677, 2.226], [-4.341, -0.066, 4.318], [0.576, -0.646, 5.520], [-1.921, 0.393, 7.878], [-1.649, -1.063, 1.682], [4.480, 0.929, -6.133], [5.266, 0.334, -4.998], [4.821, 0.502, -3.639], [5.556, 0.091, -2.775], [3.486, 0.977, -3.408], [2.614, 1.601, -4.649], [3.144, 1.463, -5.963], [2.371, 1.876, -6.872], [1.439, 2.082, -4.283], [6.539, -0.226, -5.234], [4.822, 1.029, -7.224], [3.230, 0.968, -2.507], [1.118, 1.798, -3.453], [6.944, -0.407, -4.333], [5.516, -1.644, 1.473], [5.486, -0.144, 1.456], [4.273, 0.669, 1.073], [4.290, 1.897, 1.018], [3.101, -0.106, 0.822], [3.061, -1.661, 0.831], [4.323, -2.440, 1.079], [4.385, -3.733, 0.977], [1.893, -2.326, 0.735], [6.564, 0.572, 1.689], [6.457, -2.074, 1.561], [2.354, 0.392, 0.655], [1.235, -1.862, 0.471], [6.321, 1.622, 1.664], [1.648, -5.908, -3.786], [2.433, -4.583, -3.532], [3.383, -4.287, -4.279], [2.195, -3.782, -2.301], [1.601, -6.139, -4.775], [0.436, -5.780, -3.222], [1.776, -6.593, -2.932], [1.434, -3.088, -2.545], [3.030, -2.966, -2.306], [1.948, -4.183, -1.274], [-1.814, 3.444, 1.254], [-0.361, 3.699, 1.743], [0.257, 4.681, 1.482], [0.174, 2.627, 2.741], [-1.833, 4.469, 0.816], [-2.481, 3.520, 2.003], [-2.096, 2.600, 0.510], [0.204, 1.782, 2.111], [-0.616, 2.326, 3.438], [1.039, 2.821, 3.328]], "multiplicity": 1, "total_energy_ev": -79956.1193, "gap_ev": 6.13, "total_charge": -1, "e_above_lowest_kcal_mol": 78.4, "largest_force_ha_per_bohr": 0.3274}

Record 3
{"formula": "C37H32AuClNP2", "method": "ωB97M-V/def2-TZVPD", "species": ["Au", "C", "P", "C", "C", "C", "C", "C", "C", "C", "C", "C", "C", "C", "C", "C", "C", "C", "C", "C", "P", "C", "C", "C", "C", "C", "C", "C", "C", "C", "C", "C", "C", "N", "H", "H", "H", "H", "H", "H", "H", "H", "H", "H", "H", "H", "H", "H", "H", "H", "H", "H", "H", "H", "H", "H", "H", "H", "H", "H", "Cl", "C", "C", "C", "C", "C", "C", "C", "H", "H", "H", "H", "H", "H"], "xyz": [[-0.001, 0.152, 0.428], [0.850, 2.076, -2.281], [-0.445, 2.308, -0.963], [-0.706, 4.106, -0.937], [0.104, 4.866, -0.087], [-0.046, 6.245, -0.031], [-1.016, 6.865, -0.808], [-1.830, 6.112, -1.644], [-1.682, 4.733, -1.711], [-1.984, 1.684, -1.700], [-2.140, 1.322, -3.032], [-3.367, 0.851, -3.489], [-4.442, 0.742, -2.621], [-4.295, 1.108, -1.285], [-3.072, 1.570, -0.828], [1.180, 0.626, -2.430], [1.643, -0.127, -3.559], [1.674, -1.453, -3.173], [1.236, -1.492, -1.822], [0.796, -2.598, -0.919], [-1.017, -2.165, -0.611], [-1.664, -3.144, -2.019], [-2.080, -4.466, -1.860], [-2.414, -5.224, -2.974], [-2.335, -4.675, -4.248], [-1.921, -3.359, -4.411], [-1.590, -2.594, -3.299], [-1.587, -3.049, 0.868], [-2.975, -3.133, 1.035], [-3.509, -3.634, 2.214], [-2.664, -4.043, 3.240], [-1.289, -3.949, 3.084], [-0.750, -3.446, 1.905], [0.962, -0.213, -1.414], [1.716, 2.651, -1.947], [0.523, 2.512, -3.224], [0.849, 4.368, 0.529], [0.591, 6.832, 0.621], [-1.141, 7.940, -0.756], [-2.586, 6.599, -2.247], [-2.321, 4.150, -2.361], [-1.311, 1.418, -3.728], [-3.480, 0.562, -4.528], [-5.396, 0.379, -2.984], [-5.133, 1.027, -0.602], [-2.954, 1.850, 0.215], [1.925, 0.283, -4.521], [1.981, -2.303, -3.769], [1.323, -2.558, 0.038], [0.911, -3.583, -1.360], [-2.143, -4.904, -0.871], [-2.732, -6.253, -2.846], [-2.593, -5.273, -5.114], [-1.859, -2.927, -5.404], [-1.265, -1.569, -3.425], [-3.630, -2.807, 0.234], [-4.584, -3.700, 2.335], [-3.079, -4.436, 4.161], [-0.631, -4.269, 3.883], [0.327, -3.380, 1.798], [3.115, 4.603, 4.367], [2.028, 3.405, 3.767], [0.767, 3.784, 3.323], [-0.112, 2.823, 2.864], [0.237, 1.467, 2.848], [-0.703, 0.438, 2.360], [1.522, 1.118, 3.290], [2.414, 2.076, 3.742], [0.480, 4.829, 3.348], [-1.094, 3.120, 2.507], [-1.747, 0.753, 2.358], [-0.596, -0.531, 2.858], [1.815, 0.070, 3.279], [3.405, 1.797, 4.080]], "multiplicity": 1, "total_energy_ev": -75163.8863, "gap_ev": [4.29, 4.21], "total_charge": 1, "e_above_lowest_kcal_mol": 16.3, "largest_force_ha_per_bohr": 0.0426}

Record 4
{"formula": "C56H45F4IKN4O6SSb", "method": "ωB97M-V/def2-TZVPD", "species": ["K", "C", "N", "C", "C", "C", "C", "C", "N", "C", "C", "C", "C", "C", "C", "H", "H", "H", "H", "H", "H", "H", "H", "H", "H", "H", "I", "F", "C", "C", "N", "C", "C", "O", "O", "C", "O", "N", "C", "O", "H", "H", "H", "H", "F", "C", "C", "C", "C", "C", "C", "Sb", "C", "C", "C", "C", "F", "C", "C", "C", "C", "C", "C", "F", "C", "C", "H", "H", "H", "H", "H", "H", "H", "H", "H", "H", "H", "H", "C", "C", "O", "C", "C", "C", "C", "C", "C", "H", "H", "H", "H", "H", "H", "H", "H", "O", "S", "C", "C", "C", "C", "C", "C", "C", "C", "C", "C", "C", "C", "H", "H", "H", "H", "H", "H", "H", "H", "H", "H"], "xyz": [[-0.754, 1.218, 0.100], [4.032, 1.663, -1.889], [2.733, 0.911, -1.937], [2.568, 0.193, -2.961], [1.335, -0.507, -3.266], [1.019, -1.303, -4.441], [-0.279, -1.716, -4.256], [-0.706, -1.188, -3.033], [0.256, -0.404, -2.453], [5.315, 0.935, -2.174], [5.368, -0.463, -2.139], [6.576, -1.130, -2.462], [7.729, -0.383, -2.674], [7.672, 1.015, -2.633], [6.469, 1.653, -2.416], [4.083, 2.082, -0.869], [3.995, 2.528, -2.567], [3.392, 0.028, -3.715], [1.654, -1.658, -5.228], [-0.839, -2.358, -4.878], [-1.649, -1.217, -2.543], [4.523, -1.100, -1.775], [6.635, -2.233, -2.475], [8.671, -0.883, -2.863], [8.562, 1.581, -2.870], [6.309, 2.738, -2.379], [-1.241, 3.264, 3.302], [-7.385, 2.291, -0.582], [-6.891, 1.177, -1.112], [-5.936, 0.450, -0.534], [-5.438, -0.749, -1.010], [-4.414, -1.539, -0.252], [-3.084, -0.764, 0.016], [-3.121, 0.517, 0.240], [-2.065, -1.552, -0.020], [-5.762, -1.200, -2.292], [-5.313, -2.188, -2.863], [-6.627, -0.287, -2.949], [-7.439, 0.731, -2.446], [-8.461, 1.187, -2.987], [-5.324, 0.743, 0.315], [-4.302, -2.461, -0.809], [-4.834, -1.725, 0.722], [-6.911, -0.709, -3.840], [4.612, -6.827, 5.023], [3.616, -6.089, 4.514], [2.332, -6.294, 5.017], [1.309, -5.565, 4.379], [1.564, -4.665, 3.350], [2.871, -4.366, 3.038], [3.932, -5.152, 3.545], [0.060, -3.641, 2.093], [-1.576, -3.160, 3.485], [-1.274, -2.224, 4.454], [-2.270, -1.770, 5.337], [-3.601, -2.127, 5.126], [-4.545, -1.623, 5.954], [-3.926, -3.037, 4.139], [-2.903, -3.448, 3.235], [-0.276, -5.413, 0.761], [-0.048, -5.084, -0.575], [-0.271, -6.046, -1.539], [-0.484, -7.363, -1.127], [-0.519, -8.341, -2.071], [-0.756, -7.713, 0.180], [-0.704, -6.692, 1.136], [2.144, -6.928, 5.880], [0.266, -5.784, 4.675], [3.103, -3.615, 2.311], [4.928, -5.067, 3.185], [-0.284, -1.833, 4.549], [-2.030, -1.085, 6.146], [-4.980, -3.319, 4.031], [-3.185, -3.946, 2.310], [0.371, -4.121, -0.874], [-0.161, -5.858, -2.589], [-1.085, -8.718, 0.460], [-0.945, -6.880, 2.180], [3.488, 0.186, 2.211], [2.175, 0.785, 2.746], [1.043, 0.404, 2.428], [2.360, 1.969, 3.689], [3.022, 3.176, 3.307], [3.030, 4.272, 4.122], [2.404, 4.158, 5.390], [1.770, 3.017, 5.796], [1.732, 1.925, 4.937], [3.619, -0.823, 2.591], [4.341, 0.836, 2.534], [3.318, 0.142, 1.123], [3.537, 3.251, 2.346], [3.583, 5.170, 3.816], [2.300, 5.097, 5.971], [1.324, 2.951, 6.770], [1.141, 1.037, 5.086], [-0.511, 3.768, -0.888], [-0.338, 4.142, -2.319], [-0.377, 5.936, -2.283], [-0.123, 6.594, -3.512], [0.179, 7.940, -3.482], [0.074, 8.627, -2.279], [-0.190, 8.023, -1.084], [-0.382, 6.608, -1.077], [-1.936, 3.887, -3.047], [-3.119, 4.083, -2.306], [-4.383, 3.813, -2.844], [-4.504, 3.224, -4.121], [-3.334, 3.079, -4.884], [-2.068, 3.431, -4.359], [-0.292, 6.080, -4.446], [0.486, 8.459, -4.370], [0.331, 9.687, -2.336], [-0.177, 8.618, -0.169], [-0.555, 6.035, -0.173], [-3.081, 4.326, -1.200], [-5.264, 4.031, -2.238], [-5.504, 2.855, -4.430], [-3.328, 2.634, -5.894], [-1.201, 3.178, -4.944]], "multiplicity": 1, "total_energy_ev": -129717.0854, "gap_ev": 5.54, "total_charge": -2, "e_above_lowest_kcal_mol": 71.7, "largest_force_ha_per_bohr": 0.0677}

Record 5
{"formula": "C33H21Cl4NO2P2S5Tl", "method": "ωB97M-V/def2-TZVPD", "species": ["Tl", "N", "P", "C", "C", "C", "C", "C", "C", "C", "C", "C", "C", "C", "C", "P", "C", "C", "C", "C", "C", "C", "C", "C", "C", "C", "C", "C", "H", "H", "H", "H", "H", "H", "H", "H", "H", "H", "H", "H", "H", "H", "H", "H", "H", "H", "H", "H", "H", "Cl", "C", "C", "Cl", "C", "Cl", "C", "O", "C", "O", "C", "Cl", "S", "C", "S", "C", "C", "S", "S", "S"], "xyz": [[-3.375, -1.197, -0.380], [-0.054, -0.994, 1.250], [0.277, -1.673, -0.290], [1.885, -0.905, -0.716], [1.907, -0.009, -1.778], [3.063, 0.701, -2.082], [4.206, 0.511, -1.324], [4.198, -0.389, -0.263], [3.045, -1.092, 0.037], [0.839, -3.339, 0.213], [1.690, -4.064, -0.622], [2.042, -5.367, -0.310], [1.548, -5.968, 0.840], [0.696, -5.259, 1.672], [0.340, -3.954, 1.358], [-1.066, 0.397, 1.251], [-1.417, 0.510, 3.037], [-1.397, -0.602, 3.871], [-1.767, -0.488, 5.206], [-2.168, 0.736, 5.715], [-2.200, 1.851, 4.884], [-1.830, 1.738, 3.556], [0.078, 1.807, 1.037], [-0.121, 2.619, -0.074], [0.735, 3.682, -0.334], [1.808, 3.921, 0.508], [2.023, 3.106, 1.615], [1.157, 2.060, 1.884], [0.724, -0.978, 1.907], [1.009, 0.145, -2.362], [3.059, 1.402, -2.907], [5.107, 1.065, -1.555], [5.093, -0.539, 0.328], [3.045, -1.800, 0.861], [2.083, -3.603, -1.521], [2.704, -5.915, -0.969], [1.823, -6.987, 1.083], [0.300, -5.722, 2.567], [-0.333, -3.405, 2.005], [-1.095, -1.564, 3.476], [-1.746, -1.362, 5.845], [-2.460, 0.824, 6.754], [-2.522, 2.809, 5.271], [-1.867, 2.610, 2.913], [-0.944, 2.406, -0.747], [0.556, 4.318, -1.192], [2.480, 4.746, 0.307], [2.862, 3.295, 2.273], [1.313, 1.443, 2.763], [1.118, 0.603, -6.172], [-0.021, -0.174, -5.131], [-0.352, -1.519, -5.296], [0.391, -2.419, -6.573], [-1.266, -2.138, -4.458], [-1.679, -3.802, -4.666], [-1.900, -1.451, -3.385], [-2.745, -2.004, -2.610], [-1.510, -0.094, -3.229], [-2.008, 0.577, -2.140], [-0.623, 0.528, -4.089], [-0.246, 2.195, -3.819], [-2.155, 6.601, -0.479], [-2.710, 5.052, -0.594], [-2.706, 4.123, -2.029], [-3.442, 2.655, -1.381], [-3.835, 2.690, -0.052], [-4.592, 1.525, 0.904], [-3.471, 4.224, 0.726], [-3.580, 1.296, -2.388]], "multiplicity": 1, "total_energy_ev": -167688.3055, "gap_ev": 7.08, "total_charge": -1, "e_above_lowest_kcal_mol": 0.0, "largest_force_ha_per_bohr": 0.0062}

Record 6
{"formula": "C5H11O2Yb", "method": "ωB97M-V/def2-TZVPD", "species": ["C", "C", "H", "H", "H", "H", "H", "O", "C", "C", "O", "C", "Yb", "H", "H", "H", "H", "H", "H"], "xyz": [[-0.448, 1.779, 4.198], [0.881, 2.078, 4.876], [-0.398, 2.024, 3.053], [-1.235, 2.472, 4.524], [1.708, 1.532, 4.403], [0.851, 1.798, 5.940], [1.121, 3.149, 4.833], [-0.889, -0.509, -1.281], [-0.968, 0.613, -0.533], [-0.336, 0.727, 0.806], [-0.044, -0.182, 1.642], [0.416, -1.578, 1.316], [-0.176, -2.371, -0.807], [-2.016, 0.922, -0.294], [-0.571, 1.523, -1.047], [0.286, 1.627, 0.922], [0.028, -2.135, 2.177], [1.503, -1.498, 1.469], [-0.825, 0.788, 4.486]], "multiplicity": 1, "total_energy_ev": -40977.3949, "gap_ev": 7.22, "total_charge": 1, "largest_force_ha_per_bohr": 0.0582}